Density functional theory data (ωB97M-V/def2-TZVPD) for C31H46N9O4OsS as an isolated structure at a distorted geometry.

The HOMO energy (alpha / beta) comes out at -15.9824 / -15.9104 eV. The expectation value of S² is 6.020. Its LUMO energy (alpha / beta) is -0.3013 / -0.4090 Ha. For the molecular weight, the calculation gives 831.07 g mol⁻¹.

```
! wB97M-V def2-TZVPD RIJCOSX def2/J DEFGRID3
* xyz 3 5
Os -0.14 0.04 -0.19
C -2.90 0.84 3.00
C -1.58 0.11 2.88
C -1.04 -0.31 4.24
O -0.62 1.01 2.25
C -1.76 -1.14 2.01
O -2.51 -2.01 2.29
O -1.00 -1.29 0.87
H -2.82 1.66 3.71
H -3.67 0.15 3.34
H -3.19 1.25 2.03
H -0.93 0.57 4.89
H -0.07 -0.81 4.15
H -1.73 -1.00 4.71
H 0.02 1.29 2.92
C -1.82 -1.97 -2.15
N -2.11 -3.08 -3.02
C -1.75 -4.34 -2.34
N -0.32 -4.29 -2.02
C -0.04 -3.21 -1.11
N -0.38 -1.91 -1.77
C 0.43 -1.82 -3.02
N 0.15 -2.94 -3.90
C -1.28 -2.96 -4.23
C 0.50 -4.20 -3.23
H -2.40 -2.05 -1.22
H -2.07 -1.04 -2.66
H -1.95 -5.18 -3.00
H -2.33 -4.45 -1.43
H 1.02 -3.20 -0.86
H -0.63 -3.30 -0.20
H 1.49 -1.82 -2.75
H 0.18 -0.89 -3.53
H -1.48 -3.80 -4.89
H -1.54 -2.04 -4.75
H 1.55 -4.21 -2.96
H 0.28 -5.04 -3.88
N 1.66 -0.66 0.26
C 2.61 -1.21 0.67
N 3.65 -1.79 1.11
C 4.48 -2.70 0.25
C 4.47 -4.09 0.84
C 4.90 -4.08 2.31
C 4.03 -3.13 3.13
C 4.05 -1.73 2.56
H 5.48 -2.27 0.24
H 4.07 -2.66 -0.76
H 5.14 -4.71 0.25
H 3.47 -4.53 0.75
H 5.95 -3.76 2.38
H 4.85 -5.08 2.72
H 4.37 -3.08 4.16
H 3.00 -3.50 3.15
H 5.05 -1.31 2.57
H 3.38 -1.04 3.07
C 2.23 2.50 -2.84
C 1.69 1.44 -2.16
N 0.70 1.62 -1.26
C 0.29 2.86 -0.97
C 0.83 3.99 -1.57
C 1.79 3.78 -2.56
C 0.37 5.34 -1.20
C 0.28 5.86 0.03
C 0.76 5.32 1.32
C 0.49 6.01 2.49
C 0.98 5.49 3.67
N 1.73 4.38 3.70
C 1.95 3.83 2.52
N 1.50 4.20 1.33
H 3.00 2.32 -3.58
H 2.01 0.42 -2.33
H -0.47 2.96 -0.21
H 2.21 4.63 -3.08
H 0.10 5.98 -2.03
H -0.11 6.87 0.09
H -0.09 6.92 2.48
H 0.80 5.98 4.62
H 2.62 2.97 2.52
O -1.95 0.84 -0.46
S -2.91 1.26 -1.63
C -4.41 0.28 -1.35
C -5.54 1.31 -1.42
C -5.06 2.48 -0.56
C -3.65 2.81 -1.05
H -4.30 -0.13 -0.34
H -4.46 -0.52 -2.08
H -6.47 0.87 -1.08
H -5.69 1.64 -2.45
H -5.04 2.18 0.49
H -5.71 3.35 -0.64
H -2.98 3.21 -0.29
H -3.65 3.47 -1.92
*
```

---

Density functional theory data (ωB97M-V/def2-TZVPD) for a 5-piece molecular cluster, C31H47ClF7N6O7PS overall at a distorted geometry.

The HOMO energy comes out at -8.7639 eV. Its LUMO energy is -0.0027 Ha. For the molecular weight, the calculation gives 847.23 g mol⁻¹.

```
! wB97M-V def2-TZVPD RIJCOSX def2/J DEFGRID3
* xyz 0 1
C 3.76 1.96 1.26
C 3.43 1.68 2.75
C 2.36 0.54 2.98
C 1.34 0.47 1.80
C 0.06 -0.34 2.20
C 0.42 -1.33 3.25
N 0.54 -2.21 4.00
P -1.20 0.87 3.06
O -0.97 2.37 2.42
Cl -0.62 0.98 5.06
C -0.73 -0.97 0.96
C -2.14 -1.17 1.45
N -3.26 -1.34 1.72
C -0.64 0.09 -0.18
C -1.62 -0.07 -1.34
C -1.09 -0.31 -2.61
C -1.91 -0.43 -3.71
C -3.30 -0.35 -3.60
C -3.84 -0.11 -2.35
C -5.34 0.00 -2.13
C -2.99 0.04 -1.26
S -0.19 -2.66 0.49
O -0.51 -3.63 1.50
O -0.98 -3.02 -0.66
C 1.63 -2.85 0.20
F 1.86 -4.17 0.23
F 2.39 -2.32 1.18
C 2.21 -2.34 -1.15
F 2.58 -1.04 -1.10
F 1.38 -2.46 -2.19
C 3.52 -3.14 -1.56
F 4.37 -3.28 -0.56
F 3.24 -4.26 -2.19
F 4.14 -2.35 -2.48
H 3.72 1.09 0.61
H 3.10 2.77 0.92
H 4.77 2.40 1.24
H 4.32 1.34 3.31
H 3.09 2.58 3.28
H 1.85 0.80 3.92
H 2.92 -0.40 3.05
H 1.12 1.52 1.55
H 1.89 0.06 0.95
H -0.74 3.01 3.13
H -0.77 1.10 0.23
H 0.37 0.09 -0.62
H -0.02 -0.38 -2.77
H -1.45 -0.59 -4.69
H -3.92 -0.45 -4.49
H -5.88 -0.68 -2.82
H -5.71 1.03 -2.19
H -5.54 -0.42 -1.13
H -3.47 0.26 -0.30
C -4.94 -6.83 2.25
N -4.96 -6.92 0.80
C -4.23 -6.20 -0.09
C -3.27 -5.16 0.46
O -4.36 -6.39 -1.29
H -4.66 -7.80 2.66
H -5.95 -6.59 2.60
H -4.25 -6.08 2.60
H -5.57 -7.59 0.37
H -2.77 -4.67 -0.37
H -3.82 -4.41 1.03
H -2.52 -5.64 1.09
C 2.38 6.85 3.80
N 1.27 5.92 3.74
C 0.82 5.09 4.71
C 1.53 5.11 6.04
O -0.14 4.35 4.50
H 2.00 7.86 3.59
H 3.10 6.59 3.02
H 2.86 6.84 4.76
H 0.74 5.85 2.88
H 1.05 4.40 6.71
H 2.57 4.82 5.91
H 1.46 6.10 6.49
C 6.07 -3.22 -4.95
N 6.10 -3.29 -6.40
C 6.85 -2.56 -7.26
C 7.79 -1.53 -6.68
O 6.75 -2.74 -8.46
H 6.34 -4.20 -4.55
H 5.06 -2.98 -4.63
H 6.75 -2.48 -4.56
H 5.49 -3.96 -6.85
H 8.31 -1.03 -7.49
H 7.23 -0.78 -6.11
H 8.52 -2.01 -6.03
C -4.03 5.92 -1.16
N -4.12 4.47 -1.14
C -4.88 3.68 -0.34
C -5.76 4.36 0.68
O -4.83 2.47 -0.45
H -4.32 6.28 -2.15
H -3.00 6.22 -0.97
H -4.68 6.37 -0.42
H -3.56 3.95 -1.80
H -6.30 3.60 1.24
H -5.16 4.94 1.38
H -6.49 5.00 0.19
*
```

---

Density functional theory data (ωB97M-V/def2-TZVPD) for C31H47NO3P2SY as an isolated structure at a distorted geometry.

The HOMO energy (alpha / beta) comes out at -9.0799 / -9.1350 eV. Its LUMO energy (alpha / beta) is -0.1983 / -0.1939 Ha. For the molecular weight, the calculation gives 664.64 g mol⁻¹.

```
! wB97M-V def2-TZVPD RIJCOSX def2/J DEFGRID3
* xyz 1 1
Y -2.48 -2.73 -0.14
C 0.39 1.39 -1.62
C -0.24 1.83 -0.43
C 1.95 1.33 0.07
C 1.74 1.04 -1.30
C 0.72 1.80 0.61
C -0.18 1.38 -2.98
H -1.19 1.79 -2.99
H -0.21 0.36 -3.39
H 0.44 1.99 -3.66
C 2.74 0.58 -2.27
H 2.30 -0.12 -2.99
H 3.56 0.07 -1.75
H 3.18 1.42 -2.84
C 3.25 1.28 0.77
H 3.87 2.15 0.51
H 3.80 0.38 0.50
H 3.09 1.28 1.85
C 0.54 2.27 2.00
H 1.10 3.20 2.17
H 0.90 1.51 2.70
H -0.52 2.46 2.21
C -1.63 2.31 -0.28
H -1.64 3.41 -0.12
H -2.15 1.85 0.57
H -2.23 2.11 -1.18
C -4.17 -3.95 -0.87
C -4.50 -2.90 -1.92
C -5.66 -1.94 -1.57
C -5.43 -1.02 -0.33
C -4.11 -1.16 0.39
C -4.02 -2.08 1.43
C -4.93 -3.29 1.56
C -5.17 -4.13 0.27
H -6.57 -2.54 -1.39
H -6.26 -1.21 0.37
H -5.89 -1.30 -2.43
H -6.20 -3.94 -0.08
H -3.86 -4.91 -1.31
H -4.80 -3.45 -2.83
H -5.14 -5.19 0.56
H -4.54 -3.95 2.35
H -3.42 -1.84 2.31
H -5.91 -2.93 1.94
H -5.55 0.03 -0.64
H -3.53 -0.23 0.48
P -3.06 -2.02 -2.92
P -1.13 -1.26 4.07
C -1.78 -3.44 2.25
C -1.74 -3.01 3.68
H -0.77 -3.62 1.84
H -2.42 -4.33 2.10
H -2.76 -3.03 4.12
H -1.11 -3.68 4.30
C -0.22 -1.51 5.62
H 0.81 -1.19 5.42
H -0.22 -2.56 5.92
H -0.66 -0.87 6.40
C -2.73 -0.50 4.54
H -3.15 -0.99 5.42
H -3.44 -0.51 3.70
H -2.49 0.55 4.76
C -3.00 -2.95 -4.48
H -3.40 -2.37 -5.32
H -3.54 -3.90 -4.42
H -1.94 -3.19 -4.67
C -3.57 -0.33 -3.31
H -2.76 0.35 -3.01
H -4.47 0.01 -2.78
H -3.73 -0.23 -4.40
O 1.22 -0.77 2.63
S 1.31 -2.04 1.90
O 2.77 -1.84 1.10
N 0.26 -1.92 0.61
C 0.54 -2.52 -0.55
O -0.46 -2.86 -1.29
C 1.92 -2.77 -0.95
C 2.23 -3.13 -2.28
C 3.55 -3.27 -2.68
C 4.59 -3.04 -1.77
C 4.31 -2.62 -0.47
C 2.97 -2.50 -0.09
H 1.40 -3.29 -2.98
H 3.78 -3.57 -3.71
H 5.64 -3.16 -2.07
H 5.07 -2.37 0.27
*
```

---

Density functional theory data (ωB97M-V/def2-TZVPD) for C31H48BCl2FeN12O as an isolated structure at a distorted geometry.

The HOMO energy (alpha / beta) comes out at -5.2351 / -4.6757 eV. The expectation value of S² is 0.756. Its LUMO energy (alpha / beta) is 0.0109 / 0.0109 Ha. For the molecular weight, the calculation gives 742.37 g mol⁻¹.

```
! wB97M-V def2-TZVPD RIJCOSX def2/J DEFGRID3
* xyz 0 2
Fe -0.24 -0.34 0.26
C 3.04 1.77 3.64
C 3.06 1.03 2.30
C 2.23 1.79 1.26
C 2.58 -0.39 2.46
C 3.10 -1.33 3.36
C 2.45 -2.50 3.04
N 1.61 -2.26 2.03
N 1.68 -0.97 1.68
B 0.80 -3.30 1.26
N -0.70 -3.16 1.59
C -1.46 -4.15 2.07
C -2.75 -3.68 2.20
C -2.69 -2.35 1.77
N -1.43 -2.06 1.41
C -3.86 -1.41 1.72
C -3.68 -0.25 2.69
C -4.09 -0.86 0.31
N 1.07 -3.12 -0.24
C 1.38 -4.09 -1.11
C 1.76 -3.52 -2.30
C 1.66 -2.13 -2.07
N 1.24 -1.93 -0.82
C 2.05 -0.99 -2.97
C 2.52 -1.49 -4.33
C 0.90 0.01 -3.13
H 3.47 2.77 3.52
H 3.63 1.24 4.38
H 2.02 1.88 4.00
H 4.10 0.98 1.95
H 1.17 1.69 1.49
H 2.83 0.34 -0.05
H 2.50 2.85 1.30
H 3.84 -1.19 4.12
H 2.53 -3.48 3.47
H 1.15 -4.39 1.60
H -1.05 -5.12 2.30
H -3.61 -4.22 2.54
H -4.73 -2.00 2.02
H -2.84 0.35 2.35
H -3.48 -0.61 3.70
H -4.58 0.36 2.72
H -3.19 -0.34 -0.02
H -4.93 -0.18 0.32
H -4.30 -1.67 -0.39
H 1.32 -5.13 -0.82
H 2.06 -4.04 -3.19
H 2.88 -0.46 -2.49
H 1.73 -2.03 -4.85
H 3.38 -2.14 -4.23
H 2.81 -0.64 -4.95
H 0.06 -0.46 -3.63
H 1.23 0.87 -3.71
H 0.57 0.35 -2.14
C -3.05 3.40 -1.70
N -2.87 3.53 -0.27
C -4.10 3.85 0.43
C -1.99 2.61 0.32
N -1.41 1.62 -0.29
N -1.70 2.91 1.64
C -1.09 2.12 2.58
N -0.91 2.75 3.81
N -0.69 0.91 2.32
H -3.67 4.23 -2.04
H -3.56 2.46 -1.98
H -2.08 3.46 -2.19
H -4.54 4.74 -0.03
H -3.91 4.07 1.48
H -4.83 3.03 0.38
H -1.75 1.49 -1.23
H -1.87 3.86 1.91
H -1.62 3.43 4.07
H -0.68 2.13 4.57
H -0.28 0.44 3.11
Cl 1.07 3.71 -0.95
C 2.70 3.31 -1.39
C 3.40 4.16 -2.25
C 4.68 3.81 -2.65
C 5.25 2.63 -2.20
C 4.53 1.80 -1.34
Cl 5.29 0.35 -0.74
C 3.24 2.11 -0.92
N 2.48 1.29 -0.09
H 2.93 5.06 -2.60
H 5.22 4.45 -3.32
H 6.25 2.36 -2.48
C -2.24 -3.54 -1.67
C -2.03 -2.15 -2.19
C -2.55 -1.89 -3.58
O -1.48 -1.24 -1.52
H -3.06 -4.03 -2.19
H -2.45 -3.52 -0.60
H -1.34 -4.15 -1.82
H -3.61 -2.14 -3.64
H -2.02 -2.51 -4.31
H -2.41 -0.84 -3.84
*
```

---

Density functional theory data (ωB97M-V/def2-TZVPD) for a 10-piece molecular cluster, C31H48Cl29NO3S overall at a distorted geometry.

The HOMO energy comes out at -9.2522 eV. Its LUMO energy is 0.0072 Ha. For the molecular weight, the calculation gives 1542.93 g mol⁻¹.

```
! wB97M-V def2-TZVPD RIJCOSX def2/J DEFGRID3
* xyz 0 1
C 0.61 2.17 3.78
C -0.20 2.04 2.47
C 0.79 1.92 1.28
C 0.14 1.15 0.12
C 0.98 1.21 -1.18
C 1.86 -0.04 -1.46
C 2.30 -0.76 -0.18
C 3.39 -1.84 -0.34
Cl 3.18 -2.66 -2.00
N 4.65 -1.10 -0.58
C 5.64 -2.06 -0.30
O 6.57 -2.39 -0.93
C 5.16 -2.50 1.09
S 6.17 -3.75 1.98
C 5.45 -1.17 1.92
C 6.84 -0.61 1.72
C 7.08 0.46 2.84
C 7.58 1.80 2.29
C 6.62 2.46 1.28
C 5.91 3.70 1.80
C 3.60 -2.83 0.85
C 3.03 -2.43 2.24
C 1.68 -3.07 2.58
O 1.60 -4.16 2.95
Cl 0.19 -2.08 2.43
C 3.56 -4.35 0.58
C 2.33 -4.98 -0.14
C 1.04 -4.16 -0.27
O 2.03 -6.23 0.49
H 1.31 1.33 3.82
H -0.05 2.11 4.65
H 1.14 3.11 3.81
H -0.86 1.18 2.49
H -0.81 2.93 2.34
H 0.96 2.93 0.90
H 1.73 1.47 1.60
H -0.16 0.14 0.41
H -0.79 1.69 -0.08
H 0.26 1.28 -2.00
H 1.56 2.14 -1.18
H 2.77 0.34 -1.94
H 1.30 -0.66 -2.15
H 2.74 0.01 0.46
H 1.45 -1.16 0.37
H 4.71 -0.70 -1.52
H 7.30 -3.79 1.25
H 4.66 -0.43 1.82
H 5.41 -1.49 2.97
H 7.62 -1.35 1.85
H 6.96 -0.07 0.78
H 7.72 0.07 3.63
H 6.11 0.67 3.32
H 7.65 2.48 3.14
H 8.59 1.70 1.89
H 7.20 2.75 0.40
H 5.89 1.74 0.90
H 5.34 4.13 0.97
H 5.17 3.48 2.57
H 6.61 4.48 2.13
H 3.71 -2.80 3.01
H 2.89 -1.36 2.33
H 4.44 -4.58 -0.02
H 3.65 -4.84 1.54
H 2.64 -5.27 -1.14
H 1.10 -3.11 0.03
H 0.71 -4.17 -1.31
H 0.24 -4.63 0.31
H 1.97 -6.10 1.44
Cl 0.99 -2.68 -4.14
C -0.45 -2.33 -5.10
Cl -1.76 -1.82 -4.05
Cl -0.10 -1.08 -6.30
H -0.75 -3.23 -5.62
Cl -2.89 1.17 -4.83
C -4.27 1.58 -3.82
Cl -4.51 0.36 -2.57
Cl -4.07 3.17 -3.07
H -5.15 1.61 -4.44
Cl -7.40 0.70 0.10
C -8.41 0.58 -1.35
Cl -7.76 1.60 -2.63
Cl -8.55 -1.10 -1.87
H -9.40 0.95 -1.11
Cl -3.36 3.86 1.78
C -4.22 5.04 0.78
Cl -3.11 5.81 -0.37
Cl -5.56 4.28 -0.07
H -4.62 5.81 1.43
Cl -11.54 -3.62 0.65
C -11.85 -1.89 0.51
Cl -10.34 -0.98 0.64
Cl -12.66 -1.52 -1.01
H -12.50 -1.59 1.32
Cl 9.99 -0.65 -0.47
C 11.18 0.65 -0.50
Cl 10.85 1.75 -1.85
Cl 11.18 1.53 1.03
H 12.16 0.22 -0.65
Cl -11.56 2.13 2.31
C -9.88 2.10 2.88
Cl -9.12 3.67 2.64
Cl -9.81 1.62 4.58
H -9.34 1.37 2.29
Cl -7.30 -3.55 -5.34
C -7.63 -1.82 -5.45
Cl -6.14 -0.89 -5.30
Cl -8.45 -1.43 -6.97
H -8.28 -1.54 -4.64
Cl -9.29 4.49 -3.20
C -10.88 4.26 -2.46
Cl -12.04 3.63 -3.64
Cl -10.78 3.20 -1.06
H -11.23 5.23 -2.12
*
```

---

Among the records above, which one has the highest molecular weight?
C31H48Cl29NO3S